Below is C43H49N6SiTl as an isolated structure, with properties calculated with ωB97M-V/def2-TZVPD.

The geometry in XYZ format:
```
100
Properties=species:S:1:pos:R:3:forces:R:3:lowdin_charge:R:1
H -1.180669 -1.642479 5.974430 0.016 -0.019 -0.020 0.106
H -4.951199 -0.369052 1.875929 -0.009 0.006 -0.001 0.084
H -4.109823 2.269453 -4.526967 0.041 -0.003 0.032 0.103
C -0.868300 -2.675177 -4.204821 -0.035 -0.003 -0.039 -0.050
H -1.218638 4.181183 0.742653 0.010 -0.001 -0.021 0.074
H -1.222705 4.977571 -0.832704 0.030 -0.030 0.031 0.063
C 1.107065 -3.712920 1.663614 -0.076 0.117 -0.150 -0.201
C -1.187616 2.336720 -1.857837 -0.025 -0.012 -0.067 -0.319
C 1.457017 0.246501 3.280604 -0.042 -0.049 -0.010 -0.218
C 0.561465 -4.219929 -3.089814 -0.009 -0.015 -0.029 -0.020
Tl 0.299290 0.016232 0.134272 0.215 0.528 -0.075 0.909
N 0.680681 -3.261120 0.477802 -0.109 -0.185 0.231 0.185
N -2.363901 -1.264876 0.337231 -0.180 -0.051 -0.010 0.176
C -2.660449 4.577710 -4.594355 -0.009 0.011 -0.031 -0.060
N -0.394033 -2.412130 -1.870806 -0.032 0.109 -0.116 0.109
C 1.591345 0.313455 -3.233303 -0.010 -0.006 -0.052 -0.190
H 0.925221 1.179148 -3.180152 0.038 -0.049 -0.017 0.020
H 2.149196 -3.693429 4.217082 -0.038 0.039 0.003 0.105
C 1.301789 3.250834 0.733507 0.042 -0.107 0.062 -0.059
H 3.316028 -2.216964 -0.613714 -0.040 -0.003 -0.079 0.012
C -1.653201 2.232307 4.117566 0.021 -0.013 -0.016 -0.082
H 1.050070 -0.513751 -3.698921 0.042 0.073 0.017 0.013
C 3.146905 -1.759294 -1.591644 0.112 -0.039 -0.057 -0.204
C -0.990149 -2.014972 -2.992856 0.030 0.045 0.105 -0.130
C -2.058277 1.219022 -2.037094 0.032 0.081 0.028 -0.046
N -0.230240 2.282051 -0.896734 -0.191 0.020 0.024 -0.037
H -2.330791 1.481617 0.896500 0.014 -0.019 0.033 0.086
Si 2.186663 -0.139942 -1.522527 -0.044 -0.187 -0.240 0.400
H 2.686289 -2.502082 -2.243395 -0.008 0.044 0.048 0.017
C 0.559096 -2.704315 5.261164 0.037 -0.018 -0.007 -0.071
C -0.420756 1.613879 4.221774 0.003 -0.038 0.009 -0.045
C -3.299108 2.279309 -3.804469 0.023 -0.027 0.001 -0.054
C 1.360307 4.098913 -1.601242 0.107 0.062 -0.102 -0.042
H 1.022825 -2.808665 6.234643 -0.005 0.003 -0.011 0.110
H 0.132943 1.728398 5.144322 0.020 -0.025 0.004 0.099
H -2.771054 5.498901 -4.017662 0.001 -0.023 -0.002 0.075
H 4.127007 -1.518208 -2.019129 -0.022 -0.043 0.025 0.037
C -2.355455 2.157360 2.920024 -0.010 0.017 0.013 -0.082
H 1.894871 2.337519 0.610060 -0.106 0.165 0.002 0.033
H 1.680529 0.467115 5.416859 -0.006 0.035 0.008 0.105
C 0.363211 -3.503907 -1.907812 -0.031 -0.122 -0.116 -0.242
C 3.188226 -0.830839 2.197173 0.009 0.012 -0.066 -0.132
H 3.570382 -1.202687 1.248590 -0.045 0.072 0.118 0.096
C -1.180976 -1.927389 3.844908 -0.031 -0.007 -0.057 -0.134
H 4.885680 -1.472028 3.340950 -0.030 0.007 0.010 0.106
H 2.394274 3.783261 -1.444188 -0.118 0.089 -0.022 0.050
N -0.600447 -2.424387 2.760352 -0.015 0.016 0.021 0.143
C 1.943001 -4.818049 1.782254 0.002 -0.023 0.022 -0.013
C 1.186014 -3.207490 4.133169 0.007 0.006 0.060 -0.033
H -1.380101 -2.300508 -5.082067 0.026 -0.018 0.024 0.109
C 2.305990 -5.497181 0.634204 0.051 -0.045 0.006 -0.049
H 0.080041 -4.347454 -5.173368 -0.009 0.017 0.009 0.109
H 0.691252 3.141172 1.629448 -0.031 -0.023 0.019 0.071
H -3.304780 2.669911 2.809614 0.022 -0.009 0.011 0.104
H 1.064067 3.761705 -2.593252 0.057 0.003 0.032 0.066
H 4.385866 0.889191 -1.473196 0.008 0.047 0.032 0.039
C -4.866641 -0.795984 0.877582 0.036 0.013 0.018 -0.041
C -3.084564 1.184999 -2.964129 0.027 0.033 -0.004 -0.292
H -1.950941 0.374522 -1.368171 0.013 -0.076 0.098 0.037
C -0.656804 -2.057350 5.122729 -0.009 0.038 0.017 -0.059
H -2.112920 -1.391859 3.681551 0.044 -0.018 0.002 0.111
H 2.265722 -5.167859 2.753359 -0.014 -0.004 -0.062 0.104
C -1.446924 3.415822 -2.748594 0.017 0.045 -0.001 -0.026
H -2.047457 2.795589 4.954885 0.006 -0.015 -0.027 0.101
H 2.443407 0.563323 -3.874363 -0.026 -0.001 0.031 0.040
H 2.003268 4.074133 0.899859 -0.051 -0.011 0.003 0.094
H -5.462757 -1.704016 0.820892 -0.017 -0.010 -0.001 0.085
H -0.848264 4.315015 -2.709116 -0.066 -0.066 -0.017 0.087
H -3.917488 -0.658333 -2.190863 0.016 0.002 0.010 0.053
H 2.952240 -6.364569 0.688444 -0.016 0.016 0.002 0.111
C -1.812191 1.464870 1.849727 0.027 -0.011 -0.012 -0.143
H 3.659506 1.076313 0.131435 0.018 -0.032 -0.074 0.018
C -0.580818 4.606357 -0.036267 0.016 0.005 0.052 -0.044
C 0.430002 3.533774 -0.497808 0.006 -0.051 0.012 -0.602
H 2.041629 -5.638481 -1.471862 -0.013 0.040 0.039 0.100
H -5.233790 -0.075020 0.147337 -0.015 -0.009 0.012 0.087
C -3.985494 -0.021438 -3.074470 0.006 -0.035 -0.001 -0.062
C 3.370951 -0.488498 4.534455 -0.005 -0.006 -0.011 -0.062
H 1.362598 5.193957 -1.602806 -0.011 -0.036 0.005 0.084
C -0.589748 0.799858 1.950556 -0.442 0.024 0.089 -0.256
C 0.975284 -3.954979 -0.620208 0.107 -0.016 0.175 -0.220
C -3.469669 -1.089169 0.588962 0.120 -0.007 -0.084 -0.243
C 2.130714 0.118560 4.500290 -0.008 -0.012 -0.090 -0.016
C -0.064097 -3.799905 -4.250236 0.013 -0.017 0.000 -0.058
C 3.919305 -0.985639 3.360250 0.013 0.011 0.028 -0.055
H 3.899750 -0.587478 5.475046 -0.006 0.003 -0.023 0.111
C 1.796208 -5.082982 -0.578820 0.045 -0.035 -0.028 -0.014
H -0.045082 5.460596 0.390529 -0.015 -0.031 -0.015 0.082
H -3.725630 -0.641523 -3.938282 0.012 0.036 -0.001 0.073
C 0.113758 0.884603 3.152510 0.153 0.032 0.026 -0.226
C -2.468075 3.385599 -3.689535 -0.011 0.020 -0.023 -0.288
H 3.169893 2.141534 -1.188637 0.042 -0.204 0.023 0.001
H 1.193884 -5.094804 -3.120698 -0.041 0.019 0.002 0.098
H -1.798231 4.710030 -5.253087 -0.023 -0.006 0.017 0.078
N 2.004468 -0.224691 2.154697 0.220 -0.006 0.236 0.062
H -5.026541 0.280202 -3.207823 0.014 0.003 0.027 0.076
C 3.456368 1.119776 -0.941501 0.087 0.035 -0.021 -0.209
C 0.559617 -3.061937 2.897449 0.004 -0.055 -0.069 -0.226
H -3.545996 4.461115 -5.221260 0.028 0.001 0.027 0.067
H -1.570392 -1.103205 -2.920668 -0.001 -0.020 -0.015 0.079
```
Forces are in eV/Å.

Max |F|   0.0112 hartree/bohr
E_tot   -2458.45311 Eh
Kohn-Sham gap   5.819 eV
HOMO   -5.7 eV
Multiplicity   1